Version one
C3H5N3S2 | the ωB97M-V functional and the def2-TZVPD basis

CARTESIAN COORDINATES (ANGSTROEM)
1 N -2.4692 0.2356 0.0169
2 C -1.1102 0.0920 -0.1008
3 C -0.3113 -1.0122 -0.2008
4 C 1.0099 -0.4135 -0.0622
5 S 2.5332 -1.1775 -0.1312
6 N 0.8404 0.8841 -0.0103
7 S 2.0771 2.0313 -0.1965
8 N -0.5279 1.3004 -0.0004
9 H -2.7789 1.0639 -0.5559
10 H -3.1063 -0.6464 -0.2048
11 H -0.4805 -2.0601 -0.5410
12 H 2.0591 -2.3132 0.8882
13 H 2.2646 2.0155 1.0988

Its SMILES is Nc1cc(S)n(S)n1. As for the multiplicity: 1. The value obtained for the frontier orbital gap is 8.559 eV. For the highest occupied orbital energy, the calculation gives -8.372 eV. The value obtained for the LUMO energy is 0.187 eV.

Version two
C3H5N3S2 | the ωB97M-V functional and the def2-TZVPD basis

CARTESIAN COORDINATES (ANGSTROEM)
1 H -1.0955 0.6767 -3.1560
2 N -1.5451 0.0081 -2.4133
3 C -0.8762 -0.0812 -1.3040
4 N -1.3602 -1.2205 -0.5974
5 N -1.1265 -1.1800 0.8226
6 C -1.9718 -1.9831 1.4437
7 S 0.1765 1.1675 -0.5785
8 C 1.3640 0.2753 0.5434
9 S 2.5741 0.9251 1.2694
10 H -2.1541 -1.6823 -1.0355
11 H -2.7691 -2.5507 0.9888
12 H -1.8279 -1.6105 2.5615
13 H 0.9642 -0.8339 0.8043

Its SMILES is [H]/N=C(/NN=C)SC=S. As for the multiplicity: 1. The value obtained for the frontier orbital gap is 8.570 eV. For the highest occupied orbital energy, the calculation gives -8.835 eV. The value obtained for the LUMO energy is -0.266 eV.

Version three
C3H5N3S2 | the ωB97M-V functional and the def2-TZVPD basis

CARTESIAN COORDINATES (ANGSTROEM)
1 C 2.5746 -1.1979 0.7071
2 N 1.5048 -0.5418 0.9162
3 N 0.5962 -0.6696 -0.1469
4 C -0.3945 0.1389 -0.0177
5 N -0.5323 1.0823 0.9547
6 C -1.4609 0.0923 -1.0818
7 S -1.9586 -1.2770 -1.7786
8 S -2.0897 1.6921 -1.4339
9 H 2.7223 -1.7615 -0.2118
10 H 3.3442 -1.1501 1.4755
11 H -1.4732 1.3575 1.2381
12 H 0.1581 0.9721 1.7120
13 H -2.9911 1.2628 -2.3329

Its SMILES is C=N/N=C(\N)C(=S)S. As for the multiplicity: 1. The value obtained for the frontier orbital gap is 8.041 eV. For the highest occupied orbital energy, the calculation gives -8.818 eV. The value obtained for the LUMO energy is -0.777 eV.

The energy of each structure relative to the most stable one, in kcal/mol, is as follows: version one 19.3; version two 47.1; version three 0.0.

Version one
C3H5N3S2 | the ωB97M-V functional and the def2-TZVPD basis

CARTESIAN COORDINATES (ANGSTROEM)
1 N -2.7342 -0.3908 -0.0117
2 C -1.8602 0.6257 -0.0129
3 N -0.5562 0.5566 -0.0013
4 N -0.1608 -0.7800 -0.0066
5 C 1.1041 -0.9799 0.0031
6 C 2.2474 -0.0179 -0.0096
7 S 3.7659 -0.6595 -0.0079
8 S 1.9309 1.6996 -0.0147
9 H -2.3426 -1.3864 0.0122
10 H -3.7616 -0.2861 -0.0188
11 H -2.2555 1.6094 0.0350
12 H 1.4008 -1.9693 -0.0348
13 H 3.2219 1.9787 0.0678

Its SMILES is N/C=N\N=C/C(=S)S. As for the multiplicity: 1. The value obtained for the frontier orbital gap is 7.796 eV. For the highest occupied orbital energy, the calculation gives -8.621 eV. The value obtained for the LUMO energy is -0.826 eV.

Version two
C3H5N3S2 | the ωB97M-V functional and the def2-TZVPD basis

CARTESIAN COORDINATES (ANGSTROEM)
1 N 2.9708 0.7977 -1.1490
2 N 1.7164 0.3038 -0.8741
3 C 1.1407 1.0803 -0.0866
4 C -0.3354 0.9379 0.3011
5 S -1.1880 0.0950 -1.1228
6 C -1.1794 -1.5153 -0.3199
7 N -0.9250 -1.6606 0.8572
8 S -0.6975 -0.2209 1.7670
9 H 3.2537 1.5395 -0.2741
10 H 3.6023 -0.1744 -1.1278
11 H 1.6230 2.0201 0.3567
12 H -0.7555 1.9297 0.3682
13 H -1.6464 -2.4041 -0.8367

Its SMILES is N/N=C/[C@H]1SC=NS1. As for the multiplicity: 1. The value obtained for the frontier orbital gap is 9.343 eV. For the highest occupied orbital energy, the calculation gives -8.727 eV. The value obtained for the LUMO energy is 0.617 eV.

The energy of each structure relative to the most stable one, in kcal/mol, is as follows: version one 0.0; version two 35.5.

Version one
C2H8O | the ωB97M-V functional and the def2-TZVPD basis

CARTESIAN COORDINATES (ANGSTROEM)
1 C 3.2295 -1.4789 -0.4368
2 O 1.8033 -1.4200 -0.5888
3 H 3.7923 -0.6848 -0.9278
4 H 3.5050 -2.3763 -0.9934
5 H 3.4705 -1.5509 0.6200
6 H 1.5839 -2.1433 -1.1796
7 C -3.4864 1.9664 0.7355
8 H -2.6485 1.2954 0.9362
9 H -4.3486 1.4073 1.0872
10 H -3.3497 2.9762 1.1029
11 H -3.5514 2.0089 -0.3553

Its SMILES is CO.C. As for the multiplicity: 1. The value obtained for the frontier orbital gap is 11.477 eV. For the highest occupied orbital energy, the calculation gives -10.508 eV. The value obtained for the LUMO energy is 0.969 eV.

Version two
C2H8O | the ωB97M-V functional and the def2-TZVPD basis

CARTESIAN COORDINATES (ANGSTROEM)
1 C -1.0471 -1.0113 -0.6637
2 C -0.0561 -1.4906 0.3829
3 H -1.9798 -1.5864 -0.6923
4 H -0.7354 -1.0751 -1.7073
5 H -1.4228 -0.0203 -0.4169
6 H -0.4629 -2.1885 1.1120
7 H 0.8900 -1.8240 -0.0349
8 H 0.1752 -0.6293 1.0235
9 O 1.1138 2.2436 0.2814
10 H 0.7656 2.4516 -0.5842
11 H 0.3075 2.0241 0.7130

Its SMILES is CC.O. As for the multiplicity: 1. The value obtained for the frontier orbital gap is 12.444 eV. For the highest occupied orbital energy, the calculation gives -11.560 eV. The value obtained for the LUMO energy is 0.883 eV.

The energy of each structure relative to the most stable one, in kcal/mol, is as follows: version one 10.5; version two 0.0.

Version one
C6H13N3 | the ωB97M-V functional and the def2-TZVPD basis

CARTESIAN COORDINATES (ANGSTROEM)
1 C -0.9370 -2.7549 -0.3120
2 C 1.7402 1.7770 -0.5279
3 N -1.3420 -1.4512 -0.8653
4 C -0.2660 -0.4024 -0.8069
5 C -0.1617 0.3302 0.3489
6 C 0.7927 1.3972 0.5853
7 N 0.0585 -0.3876 -2.0988
8 N -1.1323 -0.0221 1.3711
9 C 0.8586 2.0567 1.7592
10 H -2.1456 -1.0610 -0.3420
11 H -1.1317 -1.3072 -2.0414
12 H 0.7813 0.2427 -2.4111
13 H -1.6937 0.7891 1.6169
14 H -0.6578 -0.2936 2.2288
15 H -0.0013 -3.0483 -0.7863
16 H -1.7036 -3.4968 -0.5368
17 H -0.8019 -2.6678 0.7645
18 H 1.1949 2.1611 -1.3937
19 H 2.3188 0.9144 -0.8661
20 H 2.4359 2.5453 -0.1930
21 H 0.1963 1.8500 2.5878
22 H 1.5974 2.8291 1.9188

As for the multiplicity: 1. The value obtained for the frontier orbital gap is 7.595 eV. For the highest occupied orbital energy, the calculation gives -6.697 eV. The value obtained for the LUMO energy is 0.899 eV.

Version two
C6H13N3 | the ωB97M-V functional and the def2-TZVPD basis

CARTESIAN COORDINATES (ANGSTROEM)
1 C -3.0827 0.9102 0.0270
2 C -2.5687 -0.4956 0.1402
3 C -1.4582 -0.9473 -0.7513
4 N -0.2290 -1.0717 -0.4940
5 N 0.2320 -0.5194 0.6458
6 C 1.5503 -0.0261 0.5520
7 C 1.9878 0.8679 -0.5553
8 N 3.2958 0.2904 -0.4711
9 C 2.7334 -0.9290 0.1950
10 H -3.6645 1.0075 -0.8949
11 H -2.2459 1.7182 0.0413
12 H -3.8697 1.1546 0.7811
13 H -3.3791 -1.2135 0.1343
14 H -2.2553 -0.4931 1.2147
15 H -1.9200 -1.4667 -1.5729
16 H -0.2619 0.4047 0.8601
17 H 1.9646 0.5041 1.3886
18 H 1.4711 0.4871 -1.5879
19 H 1.9370 2.0292 -0.5686
20 H 3.8654 0.7813 0.1577
21 H 2.5314 -1.8505 -0.3872
22 H 3.3662 -1.1422 1.1456

Its SMILES is CC/C=N\NC1CNC1. As for the multiplicity: 1. The value obtained for the frontier orbital gap is 9.067 eV. For the highest occupied orbital energy, the calculation gives -8.283 eV. The value obtained for the LUMO energy is 0.784 eV.

Version three
C6H13N3 | the ωB97M-V functional and the def2-TZVPD basis

CARTESIAN COORDINATES (ANGSTROEM)
1 C -1.1076 -0.9322 -2.4649
2 C -0.3033 -0.1796 -1.7077
3 N -0.5448 0.2808 -0.3840
4 C -1.7704 -0.1939 0.2445
5 C -0.3721 1.7201 -0.2226
6 H -0.9833 -0.9399 -3.5338
7 H -2.0127 -1.3982 -2.1167
8 H 0.5470 0.3111 -2.1633
9 H -2.6733 0.2210 -0.2165
10 H -1.8360 -1.2759 0.1545
11 H -1.7420 0.0877 1.2964
12 H 0.5231 2.0418 -0.7519
13 H -0.2310 1.9052 0.8436
14 H -1.2281 2.3117 -0.5654
15 N 2.1219 0.8526 2.6967
16 C 1.7441 0.1386 1.5966
17 C 1.8110 -0.8371 0.8488
18 N 1.4643 -2.0761 0.4346
19 H 1.4846 0.8128 3.4825
20 H 2.4372 1.7951 2.5038
21 H 2.1751 -2.5686 -0.0887
22 H 0.4961 -2.0772 0.1134

Its SMILES is C=CN(C)C.NC#CN. As for the multiplicity: 1. The value obtained for the frontier orbital gap is 8.066 eV. For the highest occupied orbital energy, the calculation gives -7.209 eV. The value obtained for the LUMO energy is 0.857 eV.

The energy of each structure relative to the most stable one, in kcal/mol, is as follows: version one 0.0; version two 25.5; version three 26.8.

Version one
C3H14NO4 | the ωB97M-V functional and the def2-TZVPD basis

CARTESIAN COORDINATES (ANGSTROEM)
1 O 1.0587 -1.3307 -2.6313
2 C 0.3990 -1.4745 -1.6461
3 C 0.0163 -0.2723 -0.8818
4 N -0.3377 -0.6429 0.5632
5 C -1.6131 0.0696 1.1176
6 H 0.2858 -2.4963 -1.2843
7 H 0.8074 0.4826 -0.7950
8 H -0.7851 0.4813 -1.4491
9 H -0.3968 -1.7012 0.7288
10 H 0.3989 -0.2238 1.2335
11 H -2.3678 -0.0375 0.3079
12 H -1.2697 1.0442 1.7220
13 H -1.9621 -0.6362 1.9659
14 H -5.2564 1.9019 -4.1744
15 H -4.1390 2.4837 -5.1948
16 O -4.3563 2.0465 -4.3319
17 H 3.7492 0.5693 4.4436
18 H 4.0905 -0.9054 4.5391
19 O 3.5038 -0.2751 4.2144
20 H 1.9381 0.5034 3.0370
21 H 1.8021 1.7718 2.3299
22 O 1.3758 0.9750 2.3874

As for the multiplicity: 1. Its net charge is +1. The value obtained for the frontier orbital gap is 10.346 eV. For the highest occupied orbital energy, the calculation gives -13.543 eV. The value obtained for the LUMO energy is -3.197 eV.

Version two
C3H14NO4 | the ωB97M-V functional and the def2-TZVPD basis

CARTESIAN COORDINATES (ANGSTROEM)
1 C -1.4842 -0.8090 1.7735
2 C -0.1677 -1.5131 1.5244
3 C 0.1269 -1.6275 0.0244
4 O -0.7376 -1.4923 -0.7956
5 N -1.3102 0.6756 1.7661
6 H -1.8238 -1.0791 2.7634
7 H -2.2393 -1.0649 1.0523
8 H -0.2835 -2.5516 1.8708
9 H 0.7206 -1.2103 2.0737
10 H 1.1880 -1.8203 -0.2308
11 H -0.9928 1.0015 0.8388
12 H -0.5941 1.0115 2.4069
13 H -2.1983 1.1601 1.9486
14 H -1.1240 1.0634 -1.7690
15 H -2.2118 1.7323 -0.9107
16 O -1.2640 1.5445 -0.9436
17 H 0.9138 1.4061 -0.1408
18 H 2.1718 2.1796 0.1511
19 O 1.6841 1.4032 0.4529
20 H 3.3706 -0.7456 -4.7718
21 H 3.3353 0.7500 -4.7553
22 O 2.9202 -0.0143 -4.3294

As for the multiplicity: 1. Its net charge is +1. The value obtained for the frontier orbital gap is 10.299 eV. For the highest occupied orbital energy, the calculation gives -13.662 eV. The value obtained for the LUMO energy is -3.363 eV.

The energy of each structure relative to the most stable one, in kcal/mol, is as follows: version one 47.7; version two 0.0.